Computed, not measured: a cluster of 2 separate species, C4H9N5 in total, with ωB97M-V/def2-TZVPD.

Geometry as XYZ:
```
18
Properties=species:S:1:pos:R:3:forces:R:3
N 3.0211 -0.0511 -0.4148 2.07 -0.61 -2.24
N 2.1792 0.9339 -0.1770 -0.42 -0.49 0.95
N 1.4352 0.5485 0.8009 -0.22 0.23 1.35
N 1.8575 -0.6319 1.1631 0.38 -1.70 -0.41
N 2.8592 -1.0643 0.3273 -1.42 1.17 1.53
H 1.3862 -1.3187 1.8115 0.54 1.60 -1.01
C -1.1114 -0.7228 1.0091 -0.19 -1.30 0.69
C -1.0713 -0.0201 -0.1046 -1.39 1.37 -1.32
C -0.9207 -0.5145 -1.5094 -0.37 -1.27 -0.39
C -1.1915 1.5076 -0.0584 0.62 -1.24 -0.23
H -1.3416 -0.1153 1.9257 0.52 -1.27 -0.58
H -0.9083 -1.8625 0.9947 -0.68 2.00 0.31
H -1.1451 -1.5544 -1.6500 -0.08 -1.10 0.77
H -1.7028 -0.1644 -2.2429 1.46 0.86 0.63
H 0.1494 -0.5193 -1.7514 -0.31 0.91 -0.81
H -1.9952 1.9229 -0.6721 0.00 -0.20 0.20
H -1.2650 1.7394 0.9822 -0.26 0.81 0.54
H -0.2349 1.8869 -0.4339 -0.23 0.24 0.01
```
Positions in Å, forces in eV/Å.

## Properties
Strongest force on any atom, eV/Å: 3.108
Gap between HOMO and LUMO, eV: 10.10
E_tot, eV: -11740.617
HOMO energy, eV: -9.51

Results of the Mulliken charge analysis, in e, for atoms 1 through 6: N -0.17; N -0.19; N 0.10; N 0.19; N -0.24; H 0.31

=====

Computed, not measured: the molecule C4H9N5, with ωB97M-V/def2-TZVPD.

Geometry as XYZ:
```
18
Properties=species:S:1:pos:R:3:forces:R:3
C 1.7202 -1.2809 -0.5859 -3.03 -2.18 0.66
N 0.5701 -0.7899 0.2549 3.24 -0.81 -2.12
C 0.5102 -1.1044 1.5631 -0.17 -0.85 1.68
N -0.1264 -0.4056 2.4139 -0.55 -0.39 -0.03
N -0.7214 0.7402 1.8998 -1.12 1.39 0.99
C -1.2914 0.7727 0.5649 -0.40 -0.77 -1.63
C -0.1604 0.1417 -0.3803 -2.90 2.46 1.86
N 0.1676 0.4945 -1.5379 0.56 -0.71 -0.22
N -0.6840 1.2285 -2.2758 -0.77 4.51 -2.07
H 2.1402 -2.0360 0.0091 1.17 -0.84 1.00
H 1.2291 -1.8875 -1.3624 0.50 0.71 -0.42
H 2.4491 -0.6153 -0.9514 0.37 1.22 -0.25
H 0.9639 -2.0720 1.9182 -0.27 1.31 -0.55
H -1.4682 1.0218 2.5549 1.00 -0.20 -0.30
H -1.6985 1.7979 0.2829 1.55 -0.72 0.36
H -2.2882 0.2655 0.4837 0.89 -0.67 0.00
H -0.0882 1.6445 -3.1256 -1.98 -0.89 2.70
H -1.2236 2.0843 -1.7259 1.93 -2.55 -1.67
```
Positions in Å, forces in eV/Å.

## Properties
Strongest force on any atom, eV/Å: 5.025
Gap between HOMO and LUMO, eV: 8.37
E_tot, eV: -11741.014
HOMO energy, eV: -7.45

Results of the Mulliken charge analysis, in e, for atoms 1 through 6: C -1.06; N -0.02; C 0.22; N -0.68; N -0.22; C -0.54

=====

Computed, not measured: a cluster of 2 separate species, C4H9N5O3 in total, with ωB97M-V/def2-TZVPD.

Geometry as XYZ:
```
21
Properties=species:S:1:pos:R:3:forces:R:3
C 0.4911 0.6449 -0.8848 0.47 0.83 -1.09
C -1.7553 -0.7054 -0.4327 -2.08 0.50 0.65
C 1.2615 -0.0102 0.0941 1.72 0.54 0.23
C -2.3650 0.4672 -0.3876 -1.12 -1.93 -1.34
N -2.1662 -2.8279 0.2999 -2.76 1.58 1.99
N 2.7910 -0.1353 1.6965 2.06 -0.19 1.42
N -1.4405 -1.8809 -0.3946 0.27 -1.72 -0.56
N 2.0903 0.6262 0.8777 -1.27 -0.56 -0.51
N 0.5497 1.9174 -0.8678 0.51 -1.92 0.48
O -0.1185 2.6186 -1.7966 -1.07 2.29 -1.67
O 1.3523 -1.3429 -0.0917 0.68 -0.74 1.40
O 1.0071 2.7642 0.1296 -2.04 1.91 -1.02
H -0.2925 2.1132 -2.6481 0.86 -0.04 2.07
H -3.3163 0.6701 -0.9388 1.23 -0.14 0.34
H -1.8268 1.1908 0.1109 0.45 1.86 1.15
H -1.8704 -3.7810 0.4629 0.72 0.72 -0.38
H -2.9704 -2.4657 0.9589 2.40 -0.85 -1.77
H 3.5729 0.3223 2.2452 -1.89 -1.18 -1.03
H 2.4763 -1.0989 1.7908 0.77 0.29 0.21
H 0.6445 -1.6399 -0.6709 -0.41 0.07 -0.12
H 1.8851 2.5531 0.4471 0.50 -1.29 -0.43
```
Positions in Å, forces in eV/Å.

## Properties
Strongest force on any atom, eV/Å: 3.755
Gap between HOMO and LUMO, eV: 8.54
E_tot, eV: -17877.334
HOMO energy, eV: -7.82

Results of the Mulliken charge analysis, in e, for atoms 1 through 6: C -1.32; C 0.68; C 1.37; C -0.92; N -0.57; N -0.58

=====

Computed, not measured: the ion C4H9N5O5P with charge +1, with ωB97M-V/def2-TZVPD.

Geometry as XYZ:
```
24
Properties=species:S:1:pos:R:3:forces:R:3
C 1.5972 1.5253 -0.1769 0.01 0.02 -0.19
N 0.2584 0.9540 -0.0085 -0.05 -0.10 0.08
C -0.7328 1.2858 0.8268 0.09 -0.06 -0.06
C -0.6377 2.4070 1.8255 -0.08 -0.05 -0.19
O -1.3064 2.1840 3.0334 -0.09 0.06 0.09
N -1.2862 0.7410 3.4449 0.62 0.00 -0.14
O -1.1555 0.6670 4.5743 -0.40 0.00 0.16
N -1.7792 0.4955 0.5846 0.00 0.10 0.00
N -1.4397 -0.3261 -0.3711 0.05 0.03 -0.02
N -0.2235 -0.0712 -0.7307 -0.19 0.02 -0.06
C 0.4787 -0.8257 -1.7721 -0.20 -0.07 0.36
P 0.1982 -2.6442 -1.6833 0.44 -0.23 -0.11
O 1.3366 -3.3207 -2.2929 -0.01 0.06 -0.15
O 0.0155 -2.8174 -0.1221 -0.21 0.02 -0.19
O -1.2005 -2.9370 -2.3523 0.01 0.19 0.18
H 2.2870 1.0959 0.5452 -0.03 0.03 0.06
H 1.9418 1.3232 -1.1858 0.00 -0.03 -0.02
H 1.5227 2.6031 -0.0750 0.02 0.01 0.14
H 0.4176 2.6277 2.0125 0.02 -0.04 -0.02
H -1.0823 3.2875 1.3525 -0.03 0.04 0.09
H 0.1824 -0.4415 -2.7466 0.14 0.00 -0.05
H 1.5483 -0.7318 -1.6075 0.03 0.11 -0.11
H 0.1412 -3.7390 0.1489 -0.01 0.00 0.16
H -1.0817 -3.3422 -3.2236 -0.11 -0.10 -0.02
```
Positions in Å, forces in eV/Å.

## Properties
Strongest force on any atom, eV/Å: 0.638
Gap between HOMO and LUMO, eV: 9.76
E_tot, eV: -31261.601
HOMO energy, eV: -14.04
Net charge: +1

Results of the Mulliken charge analysis, in e, for atoms 1 through 6: C -0.94; N -0.13; C 0.54; C -0.27; O -0.28; N 0.29

=====

Computed, not measured: a cluster of 2 separate species, C4H9N6 in total, with ωB97M-V/def2-TZVPD.

Geometry as XYZ:
```
19
Properties=species:S:1:pos:R:3:forces:R:3
C 1.5883 -1.3255 0.7936 0.83 1.22 2.83
C 2.4279 -0.6674 -0.2865 0.84 3.63 2.46
C 0.9640 -0.5793 -0.2820 -2.85 -2.34 -2.91
C -2.5393 2.5543 0.6626 -1.37 -1.88 2.15
N -0.6128 2.4543 -0.7770 0.66 1.53 -2.04
N 0.3042 1.6301 -1.0672 0.72 -0.97 0.22
N -0.8160 0.8643 0.6367 0.47 -0.97 -0.10
N -1.2924 2.0191 0.2123 1.58 -2.71 1.36
N 0.1972 0.6001 -0.1774 -2.03 3.11 0.38
N -0.4122 -1.5436 -1.5820 3.02 -0.99 1.43
H 1.5791 -2.3980 0.7968 -0.42 -0.26 0.03
H 1.6613 -0.8168 1.8620 -0.34 -1.25 -2.38
H 3.0148 0.2876 0.1034 -1.46 -1.89 -1.03
H 3.0227 -1.1897 -0.9544 0.48 -1.18 -1.39
H -2.6496 2.6518 1.7627 0.91 0.14 -0.59
H -2.7502 3.4579 0.1933 -0.25 1.36 -1.01
H -3.2488 1.7477 0.4604 -0.31 0.47 -0.47
H 0.0436 -1.4259 -2.5129 -0.11 0.46 0.65
H -0.2092 -2.6249 -1.4782 -0.36 2.52 0.39
```
Positions in Å, forces in eV/Å.

## Properties
Strongest force on any atom, eV/Å: 4.698
Gap between HOMO and LUMO (spin up / spin down), eV: 8.58 / 8.58
E_tot, eV: -13220.843
HOMO energy (spin up / spin down), eV: -13.97 / -13.97
Net charge: +1

Results of the Mulliken charge analysis, in e, for atoms 1 through 6: C -0.58; C -0.51; C 0.52; C -0.59; N -0.39; N -0.36

=====

Computed, not measured: a structure of composition C4H9N6O, with ωB97M-V/def2-TZVPD.

Geometry as XYZ:
```
20
Properties=species:S:1:pos:R:3:forces:R:3
C -1.8068 0.3746 -0.7523 -1.46 -1.30 1.09
C -0.7670 -1.4019 -0.1529 -0.13 -2.09 0.29
C -1.2239 0.8346 0.4976 -2.78 0.89 0.70
C 0.8499 0.4658 0.0237 0.88 -0.25 -2.17
N -1.7237 -0.8905 -1.0281 0.55 1.90 0.73
N -1.0427 -0.1884 1.3299 1.08 -1.10 -1.66
N 0.5584 -0.8953 -0.3830 -0.57 0.43 1.34
N -0.9499 -2.7309 0.1799 1.69 2.60 0.34
N 0.8875 1.2825 -1.0510 0.77 1.37 -1.43
N 1.4993 0.8327 1.1277 -0.24 -1.08 -1.66
O -0.3875 -0.1148 2.3467 -1.04 -0.57 1.35
H -2.5302 0.9755 -1.2332 -0.34 0.72 -1.00
H -1.6355 1.7310 0.9824 1.15 0.36 -0.48
H 1.3006 -1.5662 -0.3698 0.50 -0.07 0.31
H -1.6842 -3.2337 -0.1904 -2.27 -0.47 -1.04
H -0.1810 -3.3272 0.2320 1.71 -0.69 0.55
H 0.5573 1.0322 -1.9854 0.12 -0.74 0.89
H 1.1801 2.2673 -1.0862 -0.11 -0.74 0.89
H 1.9168 1.7232 1.0671 0.41 1.05 0.53
H 1.3805 0.3452 1.9911 0.07 -0.21 0.44
```
Positions in Å, forces in eV/Å.

## Properties
Strongest force on any atom, eV/Å: 3.122
Gap between HOMO and LUMO (spin up / spin down), eV: 8.66 / 8.67
E_tot, eV: -15271.320
HOMO energy (spin up / spin down), eV: -12.95 / -12.96
Net charge: +1

Results of the Mulliken charge analysis, in e, for atoms 1 through 6: C -0.56; C 0.85; C -0.19; C 0.43; N -0.50; N 0.30

=====

Computed, not measured: a cluster of 2 separate species, C4H9N7 in total, with ωB97M-V/def2-TZVPD.

Geometry as XYZ:
```
20
Properties=species:S:1:pos:R:3:forces:R:3
C -0.2645 -1.0221 -0.2673 1.49 1.93 -2.13
C -0.1399 0.4211 -0.8102 -2.07 0.78 1.58
C -0.4212 -1.0477 1.2026 1.29 1.38 2.73
C -1.3276 -1.6859 -1.0996 -2.53 0.78 -1.13
N 1.0547 -1.5133 -0.7330 0.71 -1.82 0.26
N 2.1858 1.2736 2.5260 -0.95 0.17 -0.58
N 1.7047 -0.7203 -1.4169 -0.26 0.11 0.48
N 1.7262 2.0816 1.8780 2.15 -2.62 2.42
N 0.9911 0.4494 -1.5272 -0.08 1.27 -0.09
N -0.8913 1.4558 -0.6375 0.98 -0.46 -0.90
N 1.5422 3.0979 1.2787 -1.95 2.28 -2.25
H -0.8277 -1.9535 1.6252 -0.04 -0.50 -0.23
H -1.1248 -0.2267 1.5060 0.57 -0.63 -0.27
H 0.5900 -0.8416 1.7846 -1.99 -0.33 -1.37
H -1.8956 -0.8546 -1.7165 1.16 -1.84 0.90
H -2.1261 -2.1031 -0.4582 0.51 -0.14 -0.29
H -0.9234 -2.4569 -1.7745 -0.23 0.34 0.31
H 1.3220 1.3621 -1.8182 0.65 -0.59 -0.32
H -1.8155 1.2354 -0.2996 -0.05 -0.22 0.63
H 0.6409 3.0488 0.7576 0.63 0.11 0.28
```
Positions in Å, forces in eV/Å.

## Properties
Strongest force on any atom, eV/Å: 4.163
Gap between HOMO and LUMO, eV: 10.13
E_tot, eV: -14720.760
HOMO energy, eV: -9.50

Results of the Mulliken charge analysis, in e, for atoms 1 through 6: C 1.84; C -0.10; C -1.33; C -1.45; N -0.28; N -0.44